Computed, not measured: a cluster of 4 separate species, C24H28BClF24N4O7PS in total at a distorted geometry, with ωB97M-V/def2-TZVPD.

Lowest unoccupied orbital energy: -3.24 eV
Net charge: +1
HOMO: -12.56 eV
Maximum force: 4.8 eV Å⁻¹

Geometry as XYZ:
```
91
Properties=species:S:1:pos:R:3:mulliken_charge:R:1
C 1.0383 -1.3934 1.9965 0.113
C 1.5701 -0.3735 1.5545 -0.539
C 1.6928 1.0181 0.8542 -0.311
N 1.7296 0.9217 -0.6173 0.432
C 2.8257 1.6540 -1.3353 -1.234
B 2.1789 3.1039 -1.7421 0.730
O 2.4450 3.7568 -2.9677 -0.621
O 1.2701 3.7264 -0.8201 -0.579
C 0.8514 0.2843 -1.3523 0.425
N -0.2812 -0.4433 -0.8769 -0.359
C -0.9143 -0.9635 -1.9773 -0.131
C -2.1902 -1.8514 -2.0714 0.013
C -2.5557 -2.6060 -0.7294 0.268
C -3.4289 -1.7129 0.2671 -1.152
Cl -1.0760 -3.3153 0.0607 -0.158
N -0.2680 -0.5793 -3.1831 0.180
P -0.6154 -0.8780 -4.8689 0.525
O -2.2396 -0.9487 -5.2036 -0.375
O 0.0470 -2.3872 -5.2139 -0.454
S 0.2863 0.4247 -5.9691 -0.382
N 0.7858 0.1470 -2.7331 -0.049
H 0.4737 -2.2446 2.4331 0.159
H 2.6875 1.4312 1.1806 0.348
H 0.9224 1.7422 1.2405 0.327
H 3.6980 1.8553 -0.6783 0.537
H 3.1212 1.1088 -2.2746 0.300
H 1.5793 3.9002 -3.3956 0.306
H 0.3775 3.5108 -1.1532 0.300
H -3.0532 -1.1567 -2.3113 -0.124
H -2.1436 -2.5906 -2.9240 0.290
H -3.2178 -3.4768 -0.9965 0.469
H -3.7888 -0.7870 -0.2518 0.229
H -2.8394 -1.4564 1.1842 0.329
H -4.3431 -2.2752 0.5915 0.316
H -2.7468 -0.2721 -4.7150 0.352
H -0.1804 -2.9393 -4.4350 0.392
H 1.4518 0.5381 -3.4001 0.247
C 2.1238 -4.5320 6.1246 -0.686
C 1.9867 -6.0130 6.5398 0.837
C 1.7612 -7.0214 5.4116 0.110
F 0.6121 -6.7990 4.7456 -0.211
F 1.6764 -8.2742 5.9180 -0.276
F 1.0173 -6.1183 7.4764 -0.269
F 3.1499 -6.3544 7.1610 -0.325
O 0.9619 -3.7042 6.2570 -0.377
C 0.0413 -3.6682 5.2043 0.858
C -1.3396 -4.1779 5.6212 0.136
F -1.2851 -5.4565 6.0362 -0.216
F -2.1951 -4.1366 4.5709 -0.242
F 0.5385 -4.3161 4.1338 -0.273
F -0.0582 -2.3683 4.8383 -0.317
H 2.8354 -4.0938 6.8270 0.429
H 2.5943 -4.4174 5.1465 0.321
H 2.5898 -7.0037 4.6976 0.280
H -1.7489 -3.5727 6.4328 0.245
C -8.5984 0.3865 -2.9591 -0.811
C -7.0585 0.2903 -3.0184 0.965
C -6.4251 -0.9418 -2.3716 0.037
F -6.6645 -1.0129 -1.0539 -0.228
F -5.0651 -0.8972 -2.5137 -0.308
F -6.5249 1.4239 -2.5071 -0.268
F -6.7145 0.2742 -4.3387 -0.330
O -9.1612 1.2147 -1.9400 -0.398
C -9.3814 0.6557 -0.6717 0.753
C -8.5662 1.3561 0.4174 0.191
F -7.2397 1.2584 0.1776 -0.205
F -8.7937 0.7841 1.6202 -0.250
F -9.1718 -0.6721 -0.7076 -0.271
F -10.6931 0.8200 -0.4138 -0.287
H -8.8986 0.8763 -3.8876 0.432
H -9.0770 -0.5938 -2.9960 0.363
H -6.7813 -1.8622 -2.8414 0.285
H -8.8251 2.4152 0.4767 0.246
C 7.6575 5.4522 -2.3226 -0.777
C 7.0606 4.0373 -2.1604 0.850
C 5.6929 3.9461 -1.4825 0.226
F 5.7124 4.3938 -0.2168 -0.286
F 5.2846 2.6407 -1.4218 -0.330
F 7.9585 3.2494 -1.5284 -0.272
F 6.9236 3.5217 -3.4152 -0.325
O 8.6319 5.8641 -1.3618 -0.394
C 8.1855 6.4456 -0.1657 0.763
C 8.5870 5.6242 1.0610 0.196
F 8.0579 4.3828 1.0151 -0.210
F 8.1298 6.2079 2.1915 -0.251
F 6.8618 6.6769 -0.2283 -0.279
F 8.7734 7.6564 -0.0968 -0.290
H 8.2122 5.4311 -3.2627 0.451
H 6.8884 6.2123 -2.4720 0.348
H 4.9378 4.5077 -2.0403 0.278
H 9.6728 5.5301 1.1279 0.245
```